{
  "formula": "C31H40AsFN9O5PrSSi2",
  "method": "the ωB97M-V functional and the def2-TZVPD basis",
  "energy_ha": -5904.3053,
  "e_lumo_ev": [-1.28, -1.28],
  "largest_force_ev_per_a": 3.95,
  "orbital_gap_ev": [5.7158, 5.7089],
  "s2": 2.002,
  "spin_multiplicity": 3,
  "de_lowest_kcal_mol": 0.0,
  "symbols": ["Pr", "N", "C", "C", "C", "C", "C", "C", "C", "C", "C", "C", "C", "C", "N", "C", "C", "C", "C", "N", "H", "H", "H", "H", "H", "H", "H", "H", "H", "H", "C", "C", "N", "N", "C", "S", "N", "N", "H", "H", "H", "H", "H", "H", "O", "H", "H", "C", "Si", "C", "C", "As", "Si", "C", "C", "C", "H", "H", "H", "H", "H", "H", "H", "H", "H", "H", "H", "H", "H", "H", "H", "H", "H", "H", "F", "C", "C", "N", "C", "C", "O", "O", "C", "O", "N", "C", "O", "H", "H", "H", "H"],
  "coordinates": [[0.777, -0.819, 0.290], [0.702, 6.129, 7.625], [0.696, 5.174, 6.947], [0.748, 4.020, 6.147], [-0.181, 3.911, 5.110], [-0.151, 2.791, 4.313], [0.838, 1.786, 4.511], [1.740, 1.925, 5.591], [1.699, 3.030, 6.415], [0.942, 0.591, 3.619], [-0.223, -0.247, 3.473], [-1.352, -0.329, 4.360], [-2.161, -1.395, 3.948], [-1.550, -1.886, 2.783], [-0.485, -1.148, 2.414], [2.210, 0.332, 3.000], [3.454, 1.069, 3.155], [4.466, 0.339, 2.491], [3.827, -0.766, 1.928], [2.488, -0.752, 2.140], [-0.879, 4.714, 4.944], [-0.868, 2.643, 3.508], [2.469, 1.138, 5.746], [2.387, 3.140, 7.253], [-1.520, 0.297, 5.228], [-3.058, -1.744, 4.467], [-1.833, -2.781, 2.235], [3.579, 2.040, 3.647], [5.542, 0.568, 2.472], [4.254, -1.591, 1.373], [-2.584, 3.516, -3.235], [-1.761, 3.555, -1.993], [-1.610, 4.648, -1.263], [-0.825, 4.265, -0.212], [-0.474, 2.960, -0.233], [0.437, 2.153, 0.950], [-1.070, 2.513, -1.406], [-1.004, 1.210, -1.935], [-2.821, 4.550, -3.512], [-3.520, 2.958, -3.078], [-2.039, 3.065, -4.071], [-0.590, 4.956, 0.506], [-1.858, 1.030, -2.474], [-0.160, 1.137, -2.520], [1.910, -3.099, 0.240], [1.589, -3.928, 0.632], [2.710, -3.289, -0.285], [-4.179, -2.410, 0.714], [-3.289, -1.345, -0.568], [-3.232, 0.333, 0.273], [-4.401, -1.208, -2.072], [-1.203, -1.976, -1.518], [-1.329, -4.254, -1.767], [-2.725, -5.135, -0.887], [0.179, -5.295, -1.352], [-1.613, -4.460, -3.612], [-5.232, -2.352, 0.440], [-4.041, -2.001, 1.714], [-3.898, -3.462, 0.710], [-3.930, 0.346, 1.108], [-3.491, 1.102, -0.444], [-2.251, 0.618, 0.674], [-5.308, -0.662, -1.799], [-4.700, -2.199, -2.427], [-3.885, -0.683, -2.885], [-2.577, -5.127, 0.189], [-2.709, -6.174, -1.192], [-3.695, -4.703, -1.129], [0.267, -5.485, -0.281], [1.115, -4.871, -1.714], [0.054, -6.262, -1.840], [-2.484, -3.923, -3.992], [-1.745, -5.520, -3.814], [-0.759, -4.118, -4.191], [2.773, -0.929, -6.470], [3.027, 0.135, -5.677], [3.385, 0.005, -4.379], [3.684, 1.085, -3.542], [3.970, 0.808, -2.140], [2.840, 0.075, -1.471], [1.658, 0.596, -1.487], [3.027, -1.054, -0.863], [3.580, 2.421, -3.979], [3.773, 3.385, -3.252], [3.216, 2.520, -5.316], [2.933, 1.513, -6.249], [2.661, 1.755, -7.432], [3.502, -0.974, -3.911], [4.102, 1.790, -1.670], [4.916, 0.248, -2.076], [3.122, 3.474, -5.668]]
}